[1]
The following is a DFT calculation (wB97M-V/def2-TZVPD) of C7H18NP in the gas phase at a distorted geometry.

```
27
Properties=species:S:1:pos:R:3:mulliken_charge:R:1
C 0.197 -2.402 0.512 -1.5213
C 1.378 -0.414 1.566 -1.3247
C -0.648 -1.187 2.453 -1.5472
C -1.897 1.181 -1.728 -1.3551
C 0.667 0.476 -2.505 -1.3557
C 0.385 2.346 -0.274 -1.2502
C 0.037 -1.005 1.074 1.1087
N -0.825 -0.213 0.239 -0.4297
P -0.321 0.763 -0.950 0.9651
H -0.718 -3.089 0.355 0.2925
H 0.639 -2.548 -0.439 0.3500
H 0.788 -2.965 1.241 0.4207
H 1.370 0.492 2.181 0.3320
H 1.973 -0.027 0.601 0.1882
H 2.002 -1.166 1.983 0.4365
H -0.715 -0.183 3.038 0.3193
H -1.612 -1.586 2.184 0.4395
H -0.021 -2.009 2.858 0.3791
H -2.035 2.247 -1.680 0.3805
H -1.978 0.717 -2.711 0.3780
H -2.475 0.900 -0.925 0.4498
H 0.339 -0.446 -2.878 0.4347
H 0.586 1.354 -3.120 0.3944
H 1.725 0.423 -2.213 0.3855
H 0.279 3.009 -1.187 0.4005
H -0.495 2.786 0.296 0.3118
H 1.373 2.545 0.028 0.4172
```

Summary:
**HOMO level**: -7.93 eV
**Net charge**: 0
**SMILES**: CC(C)(C)N=P(C)(C)C
**Relative energy (zero: lowest compared OMol25 entry of this formula, charge and spin)**: 132.17 kJ/mol
**Frontier orbital gap**: 8.65 eV

---

[2]
The following is a DFT calculation (wB97M-V/def2-TZVPD) of 4 unconnected molecules or ions with the total composition C7H18O3 at a distorted geometry.

```
28
Properties=species:S:1:pos:R:3:mulliken_charge:R:1
C -0.825 2.825 -1.755 -1.0720
C -1.541 1.969 -0.659 -0.5378
C -0.657 1.015 0.065 -0.1143
C -0.796 0.546 1.294 -0.4559
C -0.044 -0.675 1.708 -1.0044
C -0.600 -1.858 1.476 0.6130
C -0.167 -3.142 2.111 -1.3410
H 0.233 3.020 -1.631 0.2758
H -1.007 2.406 -2.747 0.2821
H -1.465 3.705 -1.792 0.3355
H -2.380 1.517 -1.194 0.2585
H -2.058 2.674 -0.001 0.3764
H 0.073 0.576 -0.604 0.2623
H -1.423 0.858 2.102 0.4207
H 0.845 -0.520 2.316 0.3645
H -1.491 -1.894 0.868 0.4188
H 0.339 -3.009 3.065 0.3446
H 0.411 -3.892 1.565 0.2958
H -1.067 -3.723 2.349 0.3220
H -0.217 -1.701 -1.596 0.3175
H -1.681 -2.199 -1.612 0.2828
O -1.125 -1.448 -1.811 -0.6061
H 2.001 2.635 0.178 0.3001
H 3.309 1.953 0.393 0.2860
O 2.628 2.061 -0.276 -0.5850
H 1.740 -0.986 -0.175 0.3031
H 2.618 -0.549 -1.378 0.2902
O 1.991 -1.204 -1.077 -0.6331
```

Summary:
**HOMO level**: -9.10 eV
**Net charge**: 0
**SMILES**: C/C=C/C=C/CC.O.O.O
**Relative energy (zero: lowest compared OMol25 entry of this formula, charge and spin)**: 119.61 kJ/mol
**Frontier orbital gap**: 9.67 eV

---

Q: What is the formula in the second record?
A: C7H18O3

---

Q: net charge of number 1 (C7H18NP)?
A: 0